Density functional theory data (wB97M-V/def2-TZVPD) for an isolated molecule of C24H26FN3O3S.

Geometry as XYZ:
```
58
C24H26FN3O3S (wB97M-V/def2-TZVPD)
S -3.9171 1.5799 1.3990
F -7.2415 -2.7174 -0.7693
O 1.7565 -1.5499 -1.9613
O -3.0246 1.0628 2.3909
O -4.7621 2.6874 1.7300
N 2.8579 0.4035 -1.6535
N 4.8738 1.1413 0.3516
N -3.0684 2.1018 0.0416
C 5.6627 2.0178 -0.4932
C 2.6491 -0.4341 1.2183
C 4.1603 -0.2114 -1.6212
C 0.4860 0.3266 -1.2548
C -6.4732 -1.7291 -0.2719
C -5.6598 -2.0086 0.8110
C -0.5010 -0.4298 -0.6285
C -1.8825 1.5153 -0.3808
C -6.5416 -0.4716 -0.8718
C -1.6719 0.1522 -0.1905
C -7.4430 -0.2367 -2.0403
C -4.9173 0.2532 0.7430
C 1.7394 -0.3751 -1.6494
C 3.0126 -3.1637 1.4486
C 3.7726 -1.0248 0.6518
C 1.8917 -2.5689 2.0017
C -4.8679 -0.9963 1.3272
C 3.9457 -2.3962 0.7757
C -0.9104 2.2716 -1.0336
C -5.7387 0.5244 -0.3335
C 5.4524 1.0953 1.6827
C 1.7141 -1.2009 1.8897
C 0.2627 1.6835 -1.4633
C 4.7327 -0.2116 -0.1856
H 5.1390 2.2265 -1.4237
H 4.8130 -2.8672 0.3345
H -8.4617 -0.5333 -1.7955
H 5.7154 -0.7227 -0.2233
H -1.0817 3.3256 -1.2006
H -2.4233 -0.4365 0.3084
H -7.1223 -0.8427 -2.8871
H 2.5149 0.6347 1.1430
H 0.8408 -0.7279 2.3150
H 4.0305 -1.2461 -1.9486
H -4.2159 -1.1579 2.1706
H -5.6564 -3.0009 1.2329
H 6.6549 1.6017 -0.7283
H 0.9938 2.2863 -1.9824
H 2.8086 1.2998 -1.1930
H 4.8327 0.2951 -2.3178
H 5.4383 2.0973 2.1093
H 1.1584 -3.1703 2.5185
H 5.8044 2.9626 0.0298
H -0.3227 -1.4846 -0.4869
H 6.4917 0.7314 1.6729
H -7.4346 0.8096 -2.3298
H 4.8629 0.4382 2.3178
H 3.1573 -4.2306 1.5340
H -3.1376 3.0997 -0.0866
H -5.7496 1.5217 -0.7435
```

## Properties
ΔE to the lowest compared entry with this formula, charge and spin = 157.6 kJ/mol
SMILES string = Cc1cc(S(=O)(=O)Nc2ccc(C(=O)NC[C@H](c3ccccc3)N(C)C)cc2)ccc1F
Spin multiplicity = 1